(1)
Molecular formula: C16H33FNO17P3
Method: DFT, ωB97M-V/def2-TZVPD

Results
SMILES string	O=NOCC1=C(CCF)C(=O)OC1=O.COP(=O)(OC)OC.COP(=O)(OC)OC.COP(=O)(OC)OC
highest occupied orbital energy	-9.29	eV
multiplicity	1

```
71
Properties=species:S:1:pos:R:3:forces:R:3
H 1.433 3.585 -5.473 -0.014 -0.037 -0.010
H 3.461 -0.144 5.641 0.018 0.531 -0.333
H 1.194 2.016 2.088 0.213 0.064 -0.555
C -2.253 2.924 6.814 -0.474 -0.150 -0.299
H -2.070 -0.469 9.519 -0.016 0.015 -0.020
H -3.037 -5.559 -4.886 0.001 0.020 -0.016
H 2.459 2.526 -4.486 -0.027 -0.007 0.001
O -1.471 0.408 7.745 0.444 0.105 0.972
C 2.689 0.723 1.280 0.713 -0.579 0.481
H -1.160 3.385 -6.641 0.015 -0.068 -0.019
C 3.549 0.263 4.620 -0.491 -0.092 -1.113
H 0.817 0.250 9.877 0.066 -0.147 0.097
C 3.423 0.050 0.111 -1.364 0.703 3.129
O 2.837 3.181 1.506 0.148 -1.157 -0.367
H 4.443 -0.133 4.099 -0.349 0.003 0.641
H -0.687 -2.593 -3.132 -0.048 0.096 -0.081
O 3.851 -2.256 2.533 1.028 -2.150 0.473
N 2.260 4.285 0.824 -0.221 0.996 0.407
C -3.296 -5.069 -5.826 -0.008 -0.224 -0.057
O -1.027 1.502 -5.842 2.146 -2.936 -0.829
H -1.787 3.266 -4.987 -0.018 -0.146 0.019
O 0.425 2.383 -4.143 0.807 -1.017 -0.346
C 1.532 -0.009 -2.863 0.059 0.135 0.010
O 0.885 0.128 7.786 0.341 2.485 2.356
H 1.588 0.807 3.883 0.300 -0.414 -0.111
P -2.146 -2.751 -6.407 5.832 -2.785 -6.404
O -1.849 1.179 -3.679 0.379 -1.023 -0.223
H -2.315 2.114 6.092 0.154 0.022 0.038
H -1.247 -4.155 -3.750 -0.065 -0.013 -0.042
H -2.220 -3.884 -8.835 0.009 0.135 0.077
P -0.183 1.421 7.548 -3.427 -2.369 -7.057
C -3.196 -3.408 -8.772 0.076 -0.542 -0.219
H -3.969 -4.173 -8.884 -0.028 0.049 0.044
C 1.954 2.053 1.288 -0.008 -0.695 -0.424
O -1.136 -2.233 -7.396 -0.410 0.703 0.650
C 3.596 -1.362 1.831 -1.936 2.989 0.098
H 1.534 1.854 -5.848 -0.020 0.095 -0.062
F 3.701 1.657 4.605 0.032 -0.545 0.455
O 0.139 0.355 -2.885 1.255 -1.884 -2.782
C 0.928 -0.488 9.083 -0.012 -0.347 0.065
O 3.882 -1.207 0.494 0.258 -0.022 0.079
C -1.707 2.749 -5.940 0.091 0.550 0.081
H 1.503 2.181 0.281 -0.064 -0.103 0.649
C 2.282 -0.039 3.736 0.979 0.195 -0.072
O 3.548 0.513 -0.943 0.949 0.505 -2.670
H -2.380 -2.780 -3.617 0.086 0.003 0.192
C 1.521 2.588 -5.041 0.105 0.211 -0.010
H 1.846 -0.424 -3.822 0.125 -0.095 0.119
C -1.355 -3.073 -3.846 0.212 -0.240 0.210
H -3.269 0.573 8.731 0.021 0.020 0.021
C -2.212 0.463 8.969 -0.197 -0.118 -0.070
H 1.891 -0.983 9.197 0.009 0.102 -0.076
H -2.121 3.869 6.287 0.149 -0.044 0.056
H -3.608 -5.828 -6.543 -0.012 0.038 0.009
H -3.297 -2.683 -9.579 0.042 0.101 0.141
H -4.127 -4.384 -5.653 -0.052 -0.071 -0.080
H -3.185 2.962 7.383 0.077 0.004 0.060
H -1.903 1.298 9.599 -0.110 0.021 -0.014
C 2.797 -0.130 2.302 -0.594 -0.283 0.255
O -0.977 -2.662 -5.170 -3.057 1.148 1.535
H -2.705 2.563 -6.336 0.047 -0.152 0.063
O -3.408 -2.733 -7.536 -1.746 1.352 3.030
O 1.255 4.621 1.313 0.153 -0.119 -0.391
O -2.142 -4.399 -6.343 -0.761 0.443 1.099
O -1.174 2.771 7.733 2.481 0.091 2.752
O 0.169 1.617 6.107 0.593 0.183 1.001
P -0.491 1.023 -4.311 -5.143 6.130 3.805
H 0.141 -1.239 9.161 -0.030 0.062 0.005
H 1.681 -0.759 -2.090 -0.115 -0.019 -0.060
H 1.759 -0.957 4.059 0.442 0.285 -0.258
H 2.135 0.862 -2.621 -0.033 0.003 -0.106
```
Positions in Å, forces in eV/Å.

***

(2)
Molecular formula: C16H33FeN5OSSi2
Method: DFT, ωB97M-V/def2-TZVPD

Results
ΔE to the lowest compared entry with this formula, charge and spin	0.000	eV
net charge	+1
highest occupied orbital energy (spin up / spin down)	-10.82 / -10.84	eV
multiplicity	2

```
59
Properties=species:S:1:pos:R:3:forces:R:3
H 0.232 1.994 3.522 -0.050 0.002 0.038
H 1.686 -3.827 -1.158 0.002 -0.080 0.045
H 2.964 4.892 -0.723 0.012 0.007 0.008
H 0.447 -3.632 1.590 0.073 -0.056 -0.050
C -1.389 -3.657 -0.964 -0.076 0.005 0.072
H 0.499 -0.231 2.540 -0.042 0.014 0.070
C 2.101 -2.961 -1.670 0.083 0.029 0.016
H 3.581 -1.180 1.015 0.076 0.012 0.014
H 3.658 0.163 -1.266 0.063 0.023 0.016
H 3.025 3.172 0.744 -0.103 -0.070 -0.077
N 2.111 2.857 0.446 0.018 -0.046 0.105
C 1.441 3.501 -0.537 0.007 0.024 -0.001
C -0.686 1.478 3.217 -0.042 -0.041 0.173
H 2.097 0.974 -1.520 -0.009 0.070 0.016
H -0.462 -4.212 -1.093 0.072 -0.067 -0.038
H 1.997 -1.181 1.805 0.022 0.012 0.049
C -0.456 -0.339 -2.989 -0.145 0.063 0.106
H -1.251 -0.412 2.354 -0.060 -0.168 0.311
H -1.679 -3.266 -1.940 -0.036 0.029 -0.048
C -2.934 -1.662 0.643 0.045 0.032 0.026
H -2.992 -0.753 1.235 -0.001 0.104 0.076
H -1.178 1.182 4.150 0.073 0.048 0.003
H 0.358 -0.927 -3.386 0.062 -0.027 0.013
C 2.634 0.030 -1.618 -0.073 -0.014 0.065
N -1.706 0.449 -1.119 -0.370 0.344 0.404
C -0.456 -3.072 1.827 0.046 0.151 0.079
O -1.758 2.318 1.288 -0.016 0.053 -0.113
C 2.579 -1.612 0.994 0.013 0.074 -0.058
H 2.691 -2.671 1.224 -0.003 -0.068 0.006
C -1.315 0.336 -3.818 -0.053 0.072 0.005
N -2.064 3.510 3.166 -0.058 -0.019 -0.005
H -1.962 3.591 4.163 -0.009 -0.003 -0.022
S -0.051 3.000 -1.108 0.202 -0.046 0.081
C -2.389 1.072 -3.287 0.062 0.009 0.001
H -3.461 -1.466 -0.290 -0.011 -0.058 -0.046
H 1.606 5.089 -1.774 0.011 -0.008 -0.004
H 3.175 -3.124 -1.774 0.051 -0.019 -0.027
H -3.072 1.603 -3.932 -0.031 -0.002 -0.030
C -2.534 1.134 -1.927 0.094 -0.002 -0.124
Si 1.788 -1.393 -0.704 -0.322 -0.132 -0.129
H -2.662 4.162 2.683 0.022 -0.021 0.009
H -3.297 1.730 -1.447 -0.032 0.010 0.040
H -1.185 -3.785 2.218 -0.030 -0.060 0.016
H 2.694 -0.172 -2.686 0.004 -0.062 -0.068
H 1.670 -2.932 -2.671 -0.030 0.012 -0.046
H -1.169 0.295 -4.889 -0.023 0.011 -0.033
N 2.057 4.586 -1.030 -0.091 -0.102 0.009
H -3.479 -2.442 1.178 -0.033 -0.075 -0.005
Si -1.197 -2.286 0.301 0.051 -0.178 -0.441
H -2.155 -4.368 -0.651 -0.048 -0.033 0.005
C -0.708 -0.312 -1.602 -0.230 -0.663 -0.550
Fe -0.521 0.902 0.366 1.077 0.235 0.133
C -0.427 0.286 2.305 -0.493 0.089 -0.658
C -1.553 2.473 2.498 -0.038 -0.080 -0.003
C -0.051 -1.012 -0.524 0.650 0.832 0.992
H 1.570 1.861 2.069 -0.062 -0.062 -0.177
H -0.217 -2.375 2.628 -0.003 -0.042 0.016
N 1.580 1.713 1.063 -0.246 -0.114 -0.255
H 2.174 0.908 0.864 -0.024 0.050 -0.009
```
Positions in Å, forces in eV/Å.

***

(3)
Molecular formula: C16H33N4
Method: DFT, ωB97M-V/def2-TZVPD

Results
ΔE to the lowest compared entry with this formula, charge and spin	0.000	eV
SMILES string	CCCCCCCCCCCCCCCn1nnc[nH+]1
net charge	+1
highest occupied orbital energy	-12.60	eV
multiplicity	1

```
53
Properties=species:S:1:pos:R:3:forces:R:3
H 1.998 3.900 -1.402 0.005 -0.014 0.066
C 1.993 1.731 -1.407 0.052 -0.055 -0.075
H -2.904 -3.588 -1.466 -0.130 0.087 0.102
C -4.102 0.531 -0.166 0.040 -0.054 -0.124
H -0.067 1.646 0.512 0.021 0.062 0.053
C -0.969 -4.229 -0.851 0.406 0.277 -0.249
H 3.631 -0.088 -2.203 -0.034 0.003 0.016
C -1.963 2.647 0.644 0.029 0.163 -0.074
N -1.995 -2.665 0.157 0.156 -0.099 -0.037
N -2.101 -3.527 -0.854 0.111 -0.310 0.172
H -2.229 -0.303 -0.892 -0.004 -0.038 0.076
H 1.831 3.195 0.191 0.007 -0.043 -0.025
H 2.510 -2.455 1.559 0.031 -0.026 0.019
C -2.530 1.587 1.603 0.023 -0.046 0.038
C 3.811 -0.090 -1.125 -0.022 0.009 0.020
C 0.002 3.272 -0.915 -0.079 0.088 0.044
C 3.720 -1.526 -0.600 -0.154 0.067 -0.012
C -3.212 -0.660 -0.577 -0.044 0.088 0.114
H -2.616 -1.241 1.454 0.016 0.046 -0.039
H -0.319 3.300 -1.960 -0.030 0.018 0.033
H 3.905 -3.077 2.424 0.015 0.023 0.030
C -3.920 1.034 1.265 0.062 -0.025 0.031
H -4.158 0.221 1.962 -0.046 0.096 0.059
H -0.725 -5.025 -1.538 -0.082 0.059 0.003
C 2.840 0.890 -0.440 -0.073 -0.064 0.129
H -3.926 -2.229 0.791 0.034 0.030 -0.021
H 5.214 -2.482 0.628 -0.011 0.048 -0.011
H -0.263 4.245 -0.488 0.051 -0.030 -0.028
H -5.150 0.271 -0.328 0.018 -0.033 0.064
N -0.841 -2.802 0.720 -0.096 0.101 -0.244
H -1.812 0.761 1.677 0.037 0.028 -0.034
H 4.917 -0.818 1.042 0.031 -0.050 -0.010
H -1.672 3.533 1.215 0.002 -0.060 -0.006
C 1.517 3.087 -0.853 -0.046 0.002 0.042
H -3.878 1.337 -0.867 -0.085 -0.017 -0.020
H 2.163 0.309 0.197 0.012 0.120 0.091
H 3.393 -1.415 2.668 -0.022 -0.006 -0.017
H -2.730 2.989 -0.057 -0.076 0.076 0.078
C -3.019 -1.674 0.542 -0.075 -0.022 0.026
H 2.659 -1.786 -0.500 0.005 -0.031 -0.075
C 4.417 -1.747 0.756 0.092 -0.001 0.140
H -3.673 -1.161 -1.434 0.060 0.060 -0.073
H -4.674 1.800 1.459 0.041 0.016 -0.105
C 3.510 -2.197 1.918 -0.094 0.025 -0.111
H 3.381 1.559 0.233 0.058 -0.011 -0.022
H 1.117 1.140 -1.690 0.061 -0.028 -0.139
H 2.558 1.890 -2.329 0.002 0.033 0.037
H 4.834 0.268 -0.979 0.007 -0.035 -0.170
H -1.098 1.419 -0.883 0.086 -0.044 0.081
N -0.169 -3.750 0.089 -0.338 -0.218 0.254
H 4.127 -2.207 -1.351 0.064 -0.001 0.042
H -2.577 2.010 2.609 -0.039 -0.092 -0.005
C -0.756 2.169 -0.160 -0.056 -0.173 -0.138
```
Positions in Å, forces in eV/Å.

***

(4)
Molecular formula: C16H34AlFN3O7
Method: DFT, ωB97M-V/def2-TZVPD

Results
net charge	-1
highest occupied orbital energy	-4.67	eV
multiplicity	1

```
62
Properties=species:S:1:pos:R:3:forces:R:3
F -5.984 2.496 -2.327 0.047 -0.080 0.054
H -5.056 1.506 -0.832 0.019 0.114 -0.035
Al -1.521 1.600 -1.718 -0.487 0.229 -0.451
H 2.307 -3.126 0.274 -0.002 0.009 -0.001
H 1.555 -7.097 1.172 -0.003 0.017 0.006
C -1.766 -0.212 0.445 -0.210 -0.010 0.010
N -2.168 1.016 0.013 0.688 0.073 0.221
H 0.914 1.270 2.727 0.032 -0.034 0.024
H 1.779 -4.599 1.093 -0.017 0.003 -0.047
C -2.795 0.998 -3.174 0.162 -0.548 0.452
C 2.645 -3.977 0.863 -0.041 -0.062 0.144
H 3.333 -5.095 -0.864 -0.006 -0.024 0.007
C 3.700 -4.745 0.101 -0.081 0.143 -0.048
C -2.067 -1.378 -0.475 0.348 -0.002 -0.111
N -0.219 4.046 -2.678 -0.147 0.159 0.001
C 0.840 3.704 3.441 -0.068 -0.025 0.115
O 0.606 -0.466 -1.779 0.300 0.007 0.147
C -1.394 3.625 -1.835 0.551 -0.520 0.063
H -1.043 1.995 1.553 -0.050 0.081 -0.143
H -2.447 0.010 -3.510 -0.014 0.104 -0.154
C 0.344 0.917 -2.164 -0.236 0.232 -0.228
C -4.272 0.839 -2.757 -0.099 0.212 -0.582
H -2.225 3.016 0.670 0.095 -0.078 -0.005
O 2.188 -1.849 -1.772 -0.056 -0.333 -0.191
H -2.702 1.655 -4.049 -0.052 0.057 0.110
H -2.294 4.030 -2.311 0.004 0.186 0.212
H 2.000 -6.538 -0.445 -0.034 0.064 0.062
H 2.176 -8.242 -0.024 -0.004 -0.041 0.107
H 2.485 4.118 4.760 -0.019 0.023 0.019
C 1.716 1.368 2.001 -0.201 0.059 -0.047
H -1.241 4.120 -0.871 -0.265 0.173 -0.103
C 1.924 2.768 1.471 -0.096 -0.273 -0.014
O 4.244 -5.842 0.857 0.095 -0.040 -0.090
H 0.468 0.990 -3.253 0.011 -0.036 0.061
O 4.248 -7.958 1.429 0.007 -0.030 -0.002
H 2.651 1.031 2.451 0.017 0.005 -0.005
C -4.801 1.915 -1.813 0.006 -0.132 0.104
O 1.601 3.836 2.240 -0.014 0.053 -0.063
H -1.141 -1.924 -0.660 -0.082 -0.002 0.053
H -4.089 2.733 -1.686 -0.038 -0.034 -0.033
H -2.767 1.838 1.860 0.106 -0.052 0.013
N 1.718 -0.956 -2.390 0.002 0.342 0.264
H 2.193 2.398 4.517 -0.049 -0.026 0.012
O -1.239 -0.427 1.538 -0.137 -0.036 0.076
H 1.477 0.723 1.159 0.060 -0.010 -0.008
H 0.030 2.986 3.306 0.035 -0.017 -0.002
H -2.755 -2.046 0.048 -0.053 0.071 -0.091
O 2.403 2.968 0.390 0.105 0.152 -0.046
H -2.483 -1.060 -1.431 -0.091 -0.057 0.074
C 1.706 3.365 4.637 0.105 -0.013 -0.055
H -4.443 -0.158 -2.340 0.042 0.141 0.129
C 2.262 -7.226 0.353 0.085 -0.047 -0.238
H 0.628 3.878 -2.146 0.015 -0.039 -0.088
H 0.377 4.680 3.579 0.021 0.018 -0.033
H 1.123 1.546 -1.718 0.055 -0.151 0.048
H -4.918 0.895 -3.645 -0.028 -0.057 0.103
C -2.027 2.021 1.071 -0.335 0.054 0.073
H 1.102 3.335 5.545 -0.012 0.008 -0.003
H -0.155 3.459 -3.503 0.046 -0.023 0.028
H 3.050 -3.614 1.808 0.027 0.019 -0.018
H 4.557 -4.106 -0.103 0.032 -0.029 0.034
C 3.661 -7.052 0.900 -0.090 0.051 0.109
```
Positions in Å, forces in eV/Å.